# 1
This record from the Open Molecules 2025 dataset describes a structure of composition C25H31NPdTe. The level of theory is ωB97M-V/def2-TZVPD.

The orbital gap is 4.6235 eV. For the LUMO energy, the calculation gives 4.77 eV. The value obtained for the HOMO energy is 0.148 eV. As for the net charge: -2.

Element x y z (Å)
Pd1 0.55 0.17 -0.86
C1 -1.88 1.94 -1.26
C2 -0.40 2.14 -1.07
C3 0.39 2.66 -2.13
C4 1.68 3.11 -1.94
C5 2.27 2.98 -0.68
C6 1.56 2.43 0.37
C7 0.20 2.04 0.21
H1 -2.40 2.90 -1.37
H2 -2.31 1.41 -0.41
H3 -2.07 1.35 -2.16
H4 -0.08 2.76 -3.11
H5 2.24 3.51 -2.77
H6 3.30 3.28 -0.52
H7 2.01 2.36 1.35
H8 -0.42 1.86 1.08
C8 -1.22 -9.92 -3.59
C9 -0.71 -8.51 -3.42
C10 0.49 -8.25 -2.75
C11 0.94 -6.94 -2.57
C12 2.25 -6.73 -1.84
C13 0.25 -5.80 -3.04
Te1 1.60 -1.87 -2.22
C14 -0.95 -6.11 -3.70
C15 -1.80 -4.97 -4.24
C16 -1.42 -7.42 -3.89
H9 -0.48 -10.65 -3.25
H10 -1.45 -10.14 -4.64
H11 -2.14 -10.09 -3.02
H12 1.07 -9.09 -2.37
H13 2.61 -7.64 -1.35
H14 2.14 -5.94 -1.09
H15 3.02 -6.38 -2.53
H16 -1.25 -4.04 -4.13
H17 -2.75 -4.88 -3.68
H18 -2.07 -5.11 -5.29
H19 -2.37 -7.59 -4.41
C17 2.79 -3.68 2.15
N1 3.39 -2.53 1.51
C18 4.16 -2.94 0.35
C19 2.45 -1.41 1.25
C20 1.01 -1.78 0.94
C21 0.14 -1.89 2.03
C22 -1.17 -2.31 1.90
C23 -1.64 -2.62 0.62
C24 -0.82 -2.49 -0.48
C25 0.53 -2.07 -0.37
H20 3.58 -4.37 2.45
H21 2.08 -4.21 1.51
H22 2.25 -3.37 3.06
H23 4.91 -3.68 0.67
H24 4.68 -2.08 -0.07
H25 3.55 -3.38 -0.45
H26 2.86 -0.82 0.43
H27 2.44 -0.78 2.14
H28 0.52 -1.64 3.01
H29 -1.81 -2.40 2.77
H30 -2.66 -2.96 0.48
H31 -1.18 -2.74 -1.46

# 2
This record from the Open Molecules 2025 dataset describes a structure of composition C35H44BrN4O4Ru. The level of theory is ωB97M-V/def2-TZVPD.

As for the spin multiplicity: 5. The orbital gap (alpha / beta) is 5.7714 / 6.7285 eV. For the LUMO energy (alpha / beta), the calculation gives 2.27 / 2.26 eV. The value obtained for the HOMO energy (alpha / beta) is -3.498 / -4.464 eV. As for the net charge: -1.

Element x y z (Å)
Ru1 -1.38 -0.13 0.01
O1 -0.27 -6.64 -0.10
C1 -0.17 -5.26 -0.09
C2 1.05 -4.59 -0.12
C3 1.12 -3.22 -0.10
N1 0.09 -2.32 -0.07
C4 -1.40 -3.23 -0.04
Br1 -3.66 -2.13 0.02
C5 -1.40 -4.56 -0.05
H1 0.62 -7.00 -0.12
H2 1.98 -5.15 -0.14
H3 2.09 -2.72 -0.11
H4 -2.34 -5.10 -0.04
C6 -1.94 -2.90 2.12
C7 -2.16 -1.56 3.00
C8 -2.98 -0.34 2.31
C9 -0.88 -0.99 3.63
C10 -0.80 -1.10 5.01
C11 0.27 -0.57 5.73
C12 1.25 0.12 5.06
C13 1.21 0.30 3.67
C14 2.26 1.22 3.08
C15 3.66 0.62 3.17
C16 2.23 2.60 3.73
C17 0.20 -0.31 2.90
N2 0.17 -0.15 1.49
C18 1.24 -0.30 0.70
C19 1.23 -0.18 -0.71
N3 0.12 -0.07 -1.48
C20 0.24 0.43 -2.82
C21 1.11 -0.19 -3.73
C22 1.26 0.33 -5.01
C23 0.54 1.43 -5.44
C24 -0.38 2.00 -4.57
C25 -0.57 1.51 -3.29
C26 -1.59 2.14 -2.39
C27 -1.03 3.36 -1.68
C28 -2.92 2.46 -3.10
C29 1.89 -1.45 -3.38
C30 3.40 -1.20 -3.36
C31 1.56 -2.60 -4.35
H5 -2.94 -3.34 1.79
H6 -1.38 -3.68 2.65
H7 -1.35 -2.60 1.28
H8 -2.83 -1.92 3.79
H9 -2.53 0.13 1.40
H10 -3.09 0.49 3.01
H11 -3.96 -0.69 2.04
H12 -1.59 -1.61 5.54
H13 0.31 -0.68 6.80
H14 2.05 0.57 5.63
H15 2.04 1.41 2.03
H16 3.99 0.54 4.21
H17 4.39 1.25 2.64
H18 3.71 -0.38 2.74
H19 2.54 2.58 4.78
H20 1.23 3.03 3.68
H21 2.91 3.28 3.20
H22 2.22 -0.50 1.12
H23 2.22 -0.15 -1.17
H24 1.96 -0.14 -5.70
H25 0.68 1.82 -6.44
H26 -0.96 2.85 -4.91
H27 -1.87 1.42 -1.58
H28 -0.81 4.16 -2.41
H29 -0.07 3.15 -1.16
H30 -1.67 3.71 -0.82
H31 -2.81 3.28 -3.82
H32 -3.69 2.75 -2.40
H33 -3.28 1.58 -3.64
H34 1.59 -1.81 -2.40
H35 3.77 -0.96 -4.36
H36 3.93 -2.09 -3.01
H37 3.66 -0.37 -2.70
H38 1.90 -2.39 -5.36
H39 0.48 -2.78 -4.38
H40 2.04 -3.52 -4.02
O2 0.82 2.48 0.52
C32 -0.33 2.82 0.32
C33 -0.71 4.43 0.38
C34 -2.29 4.46 0.15
C35 -2.59 2.76 -0.02
O3 -3.73 2.41 -0.15
N4 -1.43 1.99 0.11
H41 -0.15 4.98 -0.37
H42 -0.47 4.82 1.37
H43 -2.62 5.01 -0.73
H44 -2.82 4.85 1.03
O4 -1.39 -1.97 -0.05

# 3
This record from the Open Molecules 2025 dataset describes a cluster of 6 separate species, C44H98N6O6 in total. The level of theory is ωB97M-V/def2-TZVPD.

The orbital gap is 8.6759 eV. For the LUMO energy, the calculation gives 0.56 eV. The value obtained for the HOMO energy is -8.115 eV.

Element x y z (Å)
C1 -10.97 0.10 1.85
C2 -10.71 -0.96 0.79
C3 -10.75 -2.35 1.40
O1 -12.08 -2.78 1.67
C4 -12.11 -4.21 1.74
N1 -11.63 -0.96 -0.38
H1 -10.90 1.09 1.40
H2 -10.20 0.04 2.63
H3 -11.87 -0.12 2.42
H4 -9.79 -0.78 0.24
H5 -10.29 -2.44 2.38
H6 -10.22 -3.04 0.74
H7 -13.02 -4.66 2.14
H8 -11.28 -4.54 2.36
H9 -11.96 -4.61 0.73
H10 -11.43 -1.82 -0.86
H11 -12.43 -1.29 0.14
C5 -1.15 1.03 -3.54
C6 -2.63 0.83 -3.10
C7 -3.36 2.14 -2.64
O2 -2.93 2.66 -1.43
C8 -3.38 3.97 -1.01
N2 -3.36 0.22 -4.30
H12 -0.78 1.74 -2.80
H13 -1.14 1.58 -4.48
H14 -0.49 0.17 -3.55
H15 -2.63 0.21 -2.20
H16 -4.45 2.18 -2.58
H17 -3.08 2.79 -3.47
H18 -3.02 4.25 -0.02
H19 -4.44 3.99 -1.29
H20 -2.85 4.73 -1.58
H21 -4.37 0.30 -4.25
H22 -3.21 -0.76 -4.49
C9 -6.14 1.31 10.84
C10 -5.40 2.69 10.99
C11 -4.53 2.33 12.28
C12 -3.30 3.19 12.47
C13 -2.58 3.23 11.15
C14 -3.44 3.76 9.95
N3 -4.61 2.94 9.84
O3 -5.29 3.02 8.60
C15 -3.67 5.32 10.13
C16 -2.52 3.63 8.65
C17 -6.56 3.67 11.31
H23 -5.47 0.48 10.59
H24 -6.95 1.42 10.12
H25 -6.59 1.01 11.79
H26 -5.12 2.69 13.13
H27 -4.11 1.33 12.41
H28 -2.60 2.79 13.20
H29 -3.35 4.21 12.87
H30 -2.17 2.26 10.88
H31 -1.69 3.85 11.06
H32 -4.66 5.59 9.78
H33 -3.82 5.67 11.15
H34 -2.84 5.94 9.81
H35 -1.86 4.49 8.52
H36 -2.02 2.67 8.78
H37 -3.06 3.51 7.71
H38 -6.13 4.60 11.69
H39 -7.14 3.29 12.15
H40 -7.20 4.00 10.49
H41 -5.04 2.17 8.24
C18 8.76 5.82 -2.84
C19 8.59 6.67 -4.15
C20 8.64 5.71 -5.39
C21 7.31 4.87 -5.42
C22 6.09 5.78 -5.52
C23 5.98 6.83 -4.41
N4 7.34 7.46 -4.23
O4 7.32 8.57 -3.37
C24 5.09 7.94 -5.03
C25 5.17 6.26 -3.18
C26 9.80 7.71 -4.31
H42 9.51 6.22 -2.17
H43 9.14 4.83 -3.08
H44 7.85 5.73 -2.24
H45 8.76 6.23 -6.34
H46 9.40 4.94 -5.28
H47 7.38 4.10 -4.65
H48 7.28 4.36 -6.38
H49 5.26 5.07 -5.48
H50 6.29 6.20 -6.51
H51 4.95 8.78 -4.35
H52 5.49 8.42 -5.93
H53 4.08 7.61 -5.26
H54 4.97 6.94 -2.36
H55 4.14 5.92 -3.32
H56 5.60 5.34 -2.79
H57 9.85 8.31 -3.41
H58 9.65 8.18 -5.28
H59 10.76 7.20 -4.36
H60 7.60 9.31 -3.92
C27 -3.58 -5.06 6.02
C28 -2.12 -5.30 5.66
C29 -1.57 -3.88 5.28
C30 -0.01 -3.75 5.31
C31 0.54 -4.33 6.73
C32 0.08 -5.73 7.04
N5 -1.45 -5.89 6.79
O5 -2.05 -7.00 7.41
C33 0.91 -6.81 6.32
C34 0.30 -5.81 8.60
C35 -2.14 -6.16 4.46
H61 -4.08 -5.95 6.39
H62 -4.14 -4.63 5.18
H63 -3.58 -4.42 6.90
H64 -1.88 -3.78 4.24
H65 -1.88 -2.98 5.81
H66 0.26 -2.72 5.11
H67 0.30 -4.34 4.44
H68 0.14 -3.59 7.43
H69 1.61 -4.18 6.65
H70 0.52 -7.82 6.46
H71 0.90 -6.71 5.24
H72 1.90 -6.77 6.77
H73 -0.26 -5.02 9.10
H74 -0.04 -6.75 9.02
H75 1.37 -5.69 8.81
H76 -1.11 -6.39 4.16
H77 -2.57 -5.82 3.52
H78 -2.56 -7.14 4.70
H79 -2.45 -6.57 8.17
C36 4.89 -5.00 -13.65
C37 6.01 -5.40 -12.60
C38 7.32 -4.73 -13.08
C39 7.41 -3.21 -12.52
C40 7.19 -3.17 -11.00
C41 5.85 -3.71 -10.54
N6 5.74 -5.06 -11.18
O6 4.65 -5.76 -10.66
C42 5.92 -3.90 -9.00
C43 4.67 -2.76 -10.93
C44 6.25 -6.96 -12.73
H80 4.92 -3.92 -13.55
H81 3.98 -5.47 -13.27
H82 4.96 -5.27 -14.71
H83 8.28 -5.14 -12.77
H84 7.13 -4.50 -14.13
H85 6.72 -2.55 -13.05
H86 8.40 -2.84 -12.80
H87 7.10 -2.12 -10.69
H88 7.92 -3.84 -10.53
H89 5.03 -4.20 -8.44
H90 6.72 -4.64 -8.90
H91 6.20 -3.00 -8.46
H92 4.78 -1.74 -10.57
H93 4.66 -2.58 -12.01
H94 3.64 -3.11 -10.88
H95 5.35 -7.53 -12.52
H96 6.98 -7.19 -11.95
H97 6.71 -7.32 -13.65
H98 3.95 -5.48 -11.25

Calculated values (Ha) of total energy for the records, taken in order: -1421.78230 -4548.31761 -2514.79326.
Calculated values (kcal/mol) of relative energy (zero: lowest compared OMol25 entry of this formula, charge and spin) for the records, taken in order: 28.6 344.2 145.5.